A single C4H8N2O molecule. Source: OMol25; level of theory: ωB97M-V/def2-TZVPD.

Summary:
SMILES = N#C[C@@H](N)CCO
Spin multiplicity = 1
Max |F| = 0.035 Eh/bohr
HOMO-LUMO gap = 0.3834 hartree
Energy relative to the best compared isomer or geometry (same formula, charge and spin) = 64.0 kcal/mol
HOMO level = -9.67 eV
Net charge = 0

```
15
Properties=species:S:1:pos:R:3:mulliken_charge:R:1
N -0.888 -1.907 -1.083 -0.453
C -0.172 -1.319 -0.398 0.093
C 0.782 -0.526 0.385 0.600
N 2.096 -0.831 -0.171 -0.712
C 0.302 0.924 0.206 -0.768
C -1.284 0.928 0.113 -0.547
O -1.915 0.368 -1.088 -0.558
H 0.664 -0.822 1.443 0.160
H 2.848 -0.462 0.399 0.238
H 2.205 -1.842 -0.197 0.258
H 0.777 1.347 -0.684 0.348
H 0.671 1.553 1.051 0.314
H -1.590 1.954 0.063 0.394
H -1.623 0.473 1.063 0.332
H -2.876 0.160 -1.101 0.303
```



A single C3H4N2OS molecule. Source: OMol25; level of theory: ωB97M-V/def2-TZVPD.

Summary:
SMILES = Oc1cc(S)[nH]n1
Spin multiplicity = 1
Max |F| = 0.018 Eh/bohr
HOMO-LUMO gap = 0.3413 hartree
Energy relative to the best compared isomer or geometry (same formula, charge and spin) = 21.0 kcal/mol
HOMO level = -8.58 eV
Net charge = 0

```
11
Properties=species:S:1:pos:R:3:mulliken_charge:R:1
O 1.236 -1.489 -1.609 -0.506
C 0.647 -0.800 -0.622 0.343
C -0.177 0.324 -0.788 -0.240
C -0.530 0.659 0.504 0.150
S -1.544 1.943 1.166 -0.243
N 0.053 -0.238 1.316 0.263
N 0.793 -1.158 0.643 -0.883
H 1.751 -2.225 -1.209 0.364
H -0.438 0.815 -1.689 0.411
H -1.834 2.477 -0.037 0.138
H 0.043 -0.308 2.326 0.203
```



3 unconnected molecules or ions with the total composition C4H11NO5. Source: OMol25; level of theory: ωB97M-V/def2-TZVPD.

Summary:
Spin multiplicity = 2
Max |F| = 0.116 Eh/bohr
HOMO-LUMO gap (spin up / spin down) = 0.3589 / 0.1921 hartree
⟨S²⟩ = 0.781
Energy relative to the best compared isomer or geometry (same formula, charge and spin) = 26.7 kcal/mol
HOMO level (spin up / spin down) = -14.09 / -14.09 eV
Net charge = +1

```
21
Properties=species:S:1:pos:R:3:lowdin_spin:R:1
C 0.624 1.244 2.256 0.007
C 0.106 1.238 0.843 -0.008
N 0.767 0.478 -0.213 0.444
C 1.655 -0.572 0.386 0.054
C 1.359 -1.997 -0.222 0.005
O 0.171 -2.387 0.100 0.004
O 2.270 -2.744 -0.525 -0.001
O -0.900 1.797 0.386 0.444
H 1.207 0.360 2.472 0.000
H 1.341 2.097 2.367 -0.003
H -0.284 1.313 2.886 -0.001
H 0.302 0.305 -1.212 0.002
H 2.744 -0.274 0.140 0.038
H 1.790 -0.699 1.467 0.006
H -0.219 -3.311 0.052 0.000
H -2.765 -1.505 -0.802 0.000
H -2.699 -0.178 -1.742 0.000
O -3.141 -0.990 -1.466 0.000
H -0.720 1.944 -2.861 -0.001
H -2.052 2.321 -2.065 0.000
O -1.557 1.561 -2.248 0.011
```



2 unconnected molecules or ions with the total composition H6O4Si2. Source: OMol25; level of theory: ωB97M-V/def2-TZVPD.

Summary:
Spin multiplicity = 1
Max |F| = 0.082 Eh/bohr
HOMO-LUMO gap (spin up / spin down) = 0.2573 / 0.2559 hartree
Energy relative to the best compared isomer or geometry (same formula, charge and spin) = 106.0 kcal/mol
HOMO level (spin up / spin down) = -7.35 / -7.15 eV
Net charge = 0

```
12
Properties=species:S:1:pos:R:3:mulliken_charge:R:1
O -3.586 -0.158 0.784 -0.411
O 2.577 0.338 1.534 -0.474
O 2.455 1.116 -0.905 -0.455
O 1.531 -1.390 -0.143 -0.310
Si -2.507 0.068 -0.397 0.241
Si 1.711 0.144 0.144 0.273
H -4.476 -0.464 0.788 0.330
H 2.897 1.155 1.927 0.311
H 2.590 0.715 -1.852 0.333
H 2.075 -1.924 0.513 0.322
H -2.866 -0.997 -1.398 -0.087
H -2.401 1.396 -0.993 -0.071
```



3 unconnected molecules or ions with the total composition C6H14O2. Source: OMol25; level of theory: ωB97M-V/def2-TZVPD.

Summary:
Spin multiplicity = 2
Max |F| = 0.036 Eh/bohr
HOMO-LUMO gap (spin up / spin down) = 0.0577 / 0.3279 hartree
⟨S²⟩ = 0.750
Energy relative to the best compared isomer or geometry (same formula, charge and spin) = 33.7 kcal/mol
HOMO level (spin up / spin down) = 1.21 / -6.05 eV
Net charge = -1

```
22
Properties=species:S:1:pos:R:3:lowdin_spin:R:1
C 1.681 -1.686 -2.015 0.065
C 2.523 -0.594 -1.321 0.060
C 1.820 0.035 -0.124 0.039
C 0.589 -0.301 0.223 0.025
C -0.293 0.230 1.287 0.034
C -0.504 1.539 1.405 0.062
H 1.400 -2.439 -1.273 0.004
H 2.342 -2.190 -2.719 0.012
H 0.742 -1.384 -2.456 0.025
H 2.633 0.279 -1.983 0.049
H 3.517 -0.964 -1.061 0.005
H 2.277 0.932 0.277 0.008
H -0.015 -1.099 -0.201 0.005
H -0.723 -0.600 1.849 0.010
H -0.151 2.110 0.558 0.021
H -0.997 1.988 2.259 0.010
H -4.153 -1.338 5.025 0.020
H -4.542 -2.736 5.221 0.012
O -3.953 -2.067 5.597 0.058
H -0.319 3.717 -4.675 0.074
H 0.066 2.265 -5.001 0.107
O -0.659 2.828 -4.692 0.296
```



A single C6H11N3 molecule. Source: OMol25; level of theory: ωB97M-V/def2-TZVPD.

Summary:
SMILES = C[C@@]12CN=CN1[C@H]2CN
Spin multiplicity = 1
Max |F| = 0.065 Eh/bohr
HOMO-LUMO gap = 0.3742 hartree
Energy relative to the best compared isomer or geometry (same formula, charge and spin) = 56.7 kcal/mol
HOMO level = -9.21 eV
Net charge = 0

```
20
Properties=species:S:1:pos:R:3:mulliken_charge:R:1
C -1.393 -0.732 1.622 -1.409
C -0.328 0.115 0.796 0.920
C -0.105 1.496 1.348 -0.482
N 1.243 1.926 0.808 -0.468
C 1.761 0.907 0.351 -0.155
N 1.022 -0.337 0.365 -0.609
C -0.020 -0.181 -0.645 -0.021
C -0.532 -1.458 -1.399 -0.666
N -0.911 -1.297 -2.799 -0.631
H -1.787 -1.539 1.081 0.444
H -2.272 -0.033 1.883 0.295
H -0.974 -1.110 2.505 0.350
H -0.852 2.286 1.092 0.291
H 0.094 1.524 2.491 0.319
H 2.622 0.874 -0.303 0.426
H 0.289 0.700 -1.310 0.359
H -1.443 -1.868 -0.862 0.222
H 0.311 -2.194 -1.395 0.311
H -0.167 -1.072 -3.422 0.265
H -1.602 -0.503 -2.810 0.241
```



A single C4H8N2O molecule. Source: OMol25; level of theory: ωB97M-V/def2-TZVPD.

Summary:
SMILES = CNC(=C=N)CO
Spin multiplicity = 1
Max |F| = 0.010 Eh/bohr
HOMO-LUMO gap = 0.2844 hartree
Energy relative to the best compared isomer or geometry (same formula, charge and spin) = 123.0 kcal/mol
HOMO level = -7.50 eV
Net charge = 0

```
15
Properties=species:S:1:pos:R:3:mulliken_charge:R:1
C 0.535 -0.212 1.750 -0.831
N 0.030 0.821 0.839 -0.115
C -0.168 0.637 -0.462 0.069
C 0.426 1.630 -1.370 -0.352
N 1.530 0.960 -1.632 -0.338
C -1.022 -0.459 -1.034 -0.377
O -1.337 -1.559 -0.214 -0.537
H 1.630 -0.236 1.657 0.309
H 0.270 0.036 2.779 0.287
H 0.137 -1.188 1.472 0.357
H 0.441 1.737 1.013 0.332
H 1.594 -0.002 -1.212 0.196
H -0.559 -0.845 -1.945 0.397
H -1.933 0.079 -1.355 0.269
H -1.962 -1.259 0.460 0.334
```



2 unconnected molecules or ions with the total composition C2BrClFIO. Source: OMol25; level of theory: ωB97M-V/def2-TZVPD.

Summary:
SMILES = O=C=C(F)Br.ClI
Spin multiplicity = 1
Max |F| = 0.034 Eh/bohr
HOMO-LUMO gap = 0.2789 hartree
Energy relative to the best compared isomer or geometry (same formula, charge and spin) = 42.5 kcal/mol
HOMO level = -9.22 eV
Net charge = 0

```
7
Properties=species:S:1:pos:R:3:mulliken_charge:R:1
O 0.225 -1.241 -1.635 -0.329
C -0.637 -0.772 -0.991 0.681
C -1.571 -0.196 -0.270 -0.042
F -2.818 0.119 -0.757 -0.222
Br -0.956 0.043 1.536 -0.088
Cl 2.436 1.984 0.566 -0.211
I 3.321 0.063 1.551 0.210
```



A molecular structure, C2HOS2. Source: OMol25; level of theory: ωB97M-V/def2-TZVPD.

Summary:
Spin multiplicity = 1
Max |F| = 0.057 Eh/bohr
HOMO-LUMO gap = 0.2552 hartree
Energy relative to the best compared isomer or geometry (same formula, charge and spin) = 18.6 kcal/mol
HOMO level = -3.36 eV
Net charge = -1

```
6
Properties=species:S:1:pos:R:3:mulliken_charge:R:1
C -0.205 -1.079 0.875 -0.283
C -1.958 -0.762 -0.012 0.386
O -2.170 -1.593 -0.857 -0.517
S -2.697 0.588 0.607 -0.501
S 0.891 -2.039 0.214 -0.306
H 0.032 -0.264 1.725 0.221
```



A gas-phase ion, C4H8NO (charge +1). Source: OMol25; level of theory: ωB97M-V/def2-TZVPD.

Summary:
SMILES = C1O[C@H]2C[N@@H+]1C2
Spin multiplicity = 1
Max |F| = 0.073 Eh/bohr
HOMO-LUMO gap = 0.4368 hartree
Energy relative to the best compared isomer or geometry (same formula, charge and spin) = 54.5 kcal/mol
HOMO level = -15.37 eV
Net charge = +1

```
14
Properties=species:S:1:pos:R:3:mulliken_charge:R:1
C -1.237 -0.458 0.522 -0.389
O -0.394 0.024 1.561 -0.315
C 0.778 0.392 0.817 0.350
C 0.070 1.144 -0.378 -0.556
N -0.339 -0.283 -0.717 -0.227
C 0.969 -0.749 -0.234 -0.652
H -2.120 0.048 0.297 0.418
H -1.363 -1.510 0.683 0.366
H 1.607 1.012 1.495 0.394
H -0.757 1.842 -0.137 0.315
H 0.695 1.515 -1.262 0.302
H -0.666 -0.601 -1.646 0.325
H 1.691 -0.642 -1.063 0.316
H 1.066 -1.732 0.062 0.352
```



2 unconnected molecules or ions with the total composition C2H6N2O2. Source: OMol25; level of theory: ωB97M-V/def2-TZVPD.

Summary:
SMILES = [H]/N=C/N.O=CO
Spin multiplicity = 1
Max |F| = 0.035 Eh/bohr
HOMO-LUMO gap = 0.3870 hartree
Energy relative to the best compared isomer or geometry (same formula, charge and spin) = 47.4 kcal/mol
HOMO level = -10.35 eV
Net charge = 0

```
12
Properties=species:S:1:pos:R:3:mulliken_charge:R:1
H 0.670 1.245 -3.085 0.244
N 1.404 1.840 -2.715 -0.585
C 1.624 1.632 -1.492 0.127
N 2.785 2.210 -0.850 -0.613
H 0.974 1.010 -0.890 0.252
H 3.529 1.672 -1.280 0.279
H 2.863 3.178 -1.134 0.298
O -1.862 -2.089 2.827 -0.375
C -1.597 -1.861 1.703 0.209
O -2.478 -1.824 0.643 -0.426
H -0.566 -1.720 1.321 0.265
H -2.343 -0.986 0.234 0.327
```



13 unconnected molecules or ions with the total composition C33H63Cl24O5P2. Source: OMol25; level of theory: ωB97M-V/def2-TZVPD.

Summary:
Spin multiplicity = 1
Max |F| = 0.065 Eh/bohr
HOMO-LUMO gap = 0.1683 hartree
HOMO level = -3.05 eV
Net charge = -1

```
127
Properties=species:S:1:pos:R:3:mulliken_charge:R:1
C 3.711 2.191 1.044 -0.717
C 2.532 1.662 1.961 -0.576
C 1.167 2.359 1.514 -0.496
O 0.089 1.411 1.454 -0.241
C -1.179 2.088 1.672 -1.138
P -2.660 1.314 0.691 1.238
C -3.509 0.521 2.243 -0.909
O -3.801 -0.868 1.970 0.236
C -3.448 -1.718 3.042 -0.154
C -3.975 -3.160 2.616 -0.958
P -4.321 1.031 -0.737 0.140
C -4.664 2.737 -1.518 -0.640
C -4.187 2.839 -3.022 -0.904
C -5.954 0.559 0.068 -0.022
C -6.309 -0.979 -0.175 -0.928
O -1.932 -0.267 0.519 -0.800
C -1.468 -0.546 -0.780 -0.155
O -2.308 -1.363 -1.646 -0.557
C -1.207 0.843 -1.516 0.366
C 0.276 1.129 -1.960 0.514
C 0.862 0.061 -2.969 -0.865
C 1.565 -1.061 -2.111 0.055
C 1.140 -2.490 -2.287 -0.322
C 1.742 -3.574 -1.466 -0.445
C 2.782 -3.262 -0.446 -0.155
C 3.239 -1.847 -0.275 -0.852
C 2.614 -0.807 -1.105 0.286
O -1.811 1.893 -0.741 -0.771
H 4.058 3.163 1.472 0.352
H 4.612 1.511 1.035 0.278
H 3.413 2.374 -0.020 -0.071
H 2.426 0.542 1.940 0.133
H 2.735 1.987 3.021 0.459
H 1.333 2.786 0.477 0.303
H 0.967 3.215 2.210 0.486
H -1.403 2.149 2.788 0.093
H -1.024 3.163 1.348 0.502
H -3.281 2.602 0.968 0.003
H -4.401 1.099 2.606 -0.197
H -2.773 0.509 3.108 0.636
H -3.984 -1.457 4.000 0.034
H -2.330 -1.819 3.182 0.268
H -5.098 -3.219 2.720 0.073
H -3.773 -3.233 1.506 0.305
H -3.464 -3.996 3.156 0.362
H -5.768 2.943 -1.432 0.447
H -4.152 3.509 -0.865 0.298
H -4.019 1.851 -3.515 0.236
H -4.986 3.417 -3.579 0.348
H -3.275 3.502 -3.037 0.148
H -6.762 1.133 -0.484 0.461
H -6.071 0.830 1.149 -0.181
H -7.269 -1.262 0.348 0.196
H -6.540 -1.056 -1.281 0.401
H -5.460 -1.661 0.069 0.116
H -0.607 -1.236 -0.578 0.206
H -1.676 -1.952 -2.086 0.339
H -1.821 0.868 -2.469 0.090
H 0.879 1.213 -1.012 -0.831
H 0.324 2.136 -2.455 0.267
H 0.001 -0.422 -3.517 0.328
H 1.589 0.518 -3.702 0.206
H 0.365 -2.802 -3.029 0.508
H 1.402 -4.630 -1.592 0.235
H 3.220 -4.056 0.202 0.264
H 4.009 -1.591 0.493 0.387
H 2.933 0.257 -0.945 0.255
C -5.153 1.379 6.237 -0.090
Cl -4.217 2.548 5.303 -0.126
Cl -6.665 2.083 6.830 -0.169
H -5.386 0.528 5.601 -0.002
H -4.561 1.054 7.088 0.364
C -8.300 -4.244 1.673 -0.426
Cl -6.653 -4.868 1.806 -0.110
Cl -8.512 -2.759 2.611 -0.085
H -8.513 -4.037 0.628 0.272
H -8.991 -4.994 2.050 0.350
C 2.684 4.795 -3.509 0.060
Cl 2.777 3.500 -2.317 -0.052
Cl 1.617 4.358 -4.852 -0.190
H 2.297 5.690 -3.028 0.287
H 3.674 4.984 -3.897 -0.140
C 3.578 -2.077 -5.113 -0.395
Cl 4.832 -1.103 -5.902 -0.197
Cl 3.625 -1.900 -3.356 0.027
H 2.604 -1.750 -5.471 0.241
H 3.734 -3.122 -5.369 0.382
C 6.190 4.501 -0.375 0.116
Cl 6.684 3.435 0.950 -0.149
Cl 4.566 5.148 -0.117 -0.168
H 6.888 5.327 -0.436 -0.058
H 6.199 3.939 -1.305 0.283
C -8.434 2.251 3.319 -0.481
Cl -8.390 0.542 3.782 -0.136
Cl -6.825 2.977 3.330 -0.109
H -8.853 2.330 2.319 0.330
H -9.061 2.788 4.026 0.359
C 6.163 7.598 -2.899 -0.247
Cl 4.895 7.771 -1.677 -0.124
Cl 5.799 6.316 -4.058 -0.184
H 6.260 8.536 -3.438 0.389
H 7.100 7.361 -2.400 0.158
C 8.963 4.588 -3.957 -0.116
Cl 10.356 5.449 -4.625 -0.173
Cl 8.879 4.768 -2.200 -0.043
H 8.057 4.993 -4.396 -0.004
H 9.053 3.533 -4.198 0.349
C 8.518 6.788 2.499 -0.359
Cl 8.756 5.752 1.089 -0.046
Cl 7.353 8.073 2.162 -0.151
H 8.147 6.182 3.321 0.276
H 9.470 7.237 2.771 0.306
C 3.489 -7.508 -0.585 -0.205
Cl 4.390 -6.354 -1.577 -0.143
Cl 1.989 -6.798 0.027 -0.126
H 3.247 -8.375 -1.188 0.154
H 4.106 -7.806 0.258 0.311
C 1.643 -10.983 0.870 0.366
Cl 3.224 -11.098 1.655 -0.184
Cl 1.790 -10.389 -0.788 -0.154
H 1.186 -11.969 0.852 0.312
H 1.019 -10.294 1.434 -0.322
C -2.256 -9.989 2.069 -0.223
Cl -0.783 -9.251 2.707 -0.172
Cl -1.922 -11.557 1.321 -0.154
H -2.960 -10.132 2.885 0.276
H -2.685 -9.327 1.322 0.271
```



Please write out number 7 again, unchanged.
A single C4H8N2O molecule. Source: OMol25; level of theory: ωB97M-V/def2-TZVPD.

Summary:
SMILES = CNC(=C=N)CO
Spin multiplicity = 1
Max |F| = 0.010 Eh/bohr
HOMO-LUMO gap = 0.2844 hartree
Energy relative to the best compared isomer or geometry (same formula, charge and spin) = 123.0 kcal/mol
HOMO level = -7.50 eV
Net charge = 0

```
15
Properties=species:S:1:pos:R:3:mulliken_charge:R:1
C 0.535 -0.212 1.750 -0.831
N 0.030 0.821 0.839 -0.115
C -0.168 0.637 -0.462 0.069
C 0.426 1.630 -1.370 -0.352
N 1.530 0.960 -1.632 -0.338
C -1.022 -0.459 -1.034 -0.377
O -1.337 -1.559 -0.214 -0.537
H 1.630 -0.236 1.657 0.309
H 0.270 0.036 2.779 0.287
H 0.137 -1.188 1.472 0.357
H 0.441 1.737 1.013 0.332
H 1.594 -0.002 -1.212 0.196
H -0.559 -0.845 -1.945 0.397
H -1.933 0.079 -1.355 0.269
H -1.962 -1.259 0.460 0.334
```